Record 1
The following is a quantum chemistry calculation of a structure of composition C27H25BrClN6O5S3Sm, from the Open Molecules 2025 dataset.

```
! RIJCOSX wB97M-V def2-TZVPD def2/J DEFGRID3
* xyz 2 6
Sm -0.24 -0.42 0.92
O -2.35 0.72 4.27
Cl -1.58 0.42 3.14
O -0.67 1.47 2.68
O -2.38 0.10 1.93
O -0.70 -0.76 3.30
N 2.78 -2.52 -1.88
C 3.16 -3.32 -0.80
C 4.16 -4.28 -0.68
C 4.26 -4.89 0.55
C 3.41 -4.56 1.61
C 2.42 -3.60 1.48
C 2.31 -2.97 0.24
N 1.43 -1.97 -0.20
C 1.76 -1.75 -1.46
C 1.05 -0.77 -2.29
C 1.42 -0.27 -3.50
S 0.24 0.83 -4.04
C -0.66 0.56 -2.63
N -0.13 -0.29 -1.79
H 3.16 -2.56 -2.81
H 4.81 -4.54 -1.50
H 5.02 -5.65 0.70
H 3.52 -5.07 2.56
H 1.77 -3.37 2.31
H 2.31 -0.47 -4.08
H -1.57 1.10 -2.43
C -4.80 4.87 -2.61
C -3.50 4.43 -2.01
C -2.29 4.98 -2.44
C -1.08 4.58 -1.89
C -1.08 3.63 -0.89
C -2.27 3.06 -0.43
C -3.46 3.45 -1.01
S 0.47 3.17 -0.20
C 0.38 4.01 1.37
O 0.39 1.67 0.12
H -4.78 4.81 -3.69
H -5.01 5.91 -2.35
H -5.62 4.26 -2.24
H -2.30 5.73 -3.22
H -0.15 5.01 -2.25
H -2.27 2.33 0.37
H -4.40 3.03 -0.66
H -0.59 3.85 1.84
H 0.54 5.07 1.14
H 1.19 3.65 2.00
Br 6.56 -0.50 3.11
C 4.76 -0.33 2.64
C 4.40 0.33 1.47
C 3.06 0.42 1.15
N 2.09 -0.09 1.92
C 2.45 -0.69 3.05
C 3.77 -0.84 3.46
H 5.15 0.76 0.82
H 2.75 0.92 0.24
H 1.66 -1.09 3.67
H 4.00 -1.35 4.38
S -1.05 -3.30 1.56
C -2.32 -2.91 0.56
N -3.42 -3.73 0.44
C -4.48 -3.45 -0.35
C -4.49 -2.29 -1.07
C -3.36 -1.47 -0.92
N -2.33 -1.76 -0.16
H -3.41 -4.58 0.98
H -5.27 -4.18 -0.34
H -5.32 -2.02 -1.70
H -3.30 -0.53 -1.46
*
```

Its largest force on an atom is 2.04 eV/A. Its energy above the lowest of the compared OMol25 structures with the same formula, charge and spin is 0.0 kcal/mol. The value obtained for the electronic energy is -6634.78876 hartree. The value obtained for the orbital gap (alpha / beta) is 0.27888 / 0.28999 hartree. As for the LUMO energy (alpha / beta): -5.97 / -5.67 eV.



Record 2
The following is a quantum chemistry calculation of the molecule C27H25BrN4O6S, from the Open Molecules 2025 dataset.

```
! RIJCOSX wB97M-V def2-TZVPD def2/J DEFGRID3
* xyz 0 1
C -3.94 -5.00 -0.28
O -2.62 -4.46 -0.01
C -1.76 -5.19 0.75
C -2.03 -6.46 1.34
C -0.97 -7.13 1.98
C 0.32 -6.60 2.05
C 0.57 -5.35 1.50
O 1.75 -4.70 1.38
C 2.94 -5.36 1.82
C -0.47 -4.63 0.94
N -0.04 -3.56 0.09
C -0.06 -3.75 -1.27
C -0.34 -2.53 -1.83
N -0.44 -1.63 -0.83
C -1.00 -0.33 -1.13
C 0.00 -2.17 0.43
C 0.42 -1.47 1.84
C 1.78 -1.21 1.85
N 2.75 -1.88 1.02
O 3.77 -2.31 1.63
O 2.61 -1.96 -0.23
C 2.14 -0.44 3.06
C 3.12 0.52 3.35
Br 4.61 0.86 2.22
C 3.00 1.37 4.46
C 1.87 1.30 5.29
C 0.85 0.40 4.98
C 0.99 -0.46 3.88
N -0.02 -1.14 3.17
S -1.51 -1.71 3.93
O -1.32 -1.66 5.39
O -1.70 -2.95 3.25
C -2.56 -0.36 3.40
C -3.14 0.55 4.30
C -3.73 1.73 3.83
C -3.75 2.03 2.46
C -4.31 3.34 1.99
C -3.18 1.10 1.58
C -2.59 -0.07 2.04
H -4.45 -4.22 -0.85
H -3.87 -5.90 -0.89
H -4.47 -5.21 0.66
H -3.05 -6.89 1.27
H -1.19 -8.11 2.42
H 1.12 -7.12 2.53
H 3.76 -4.67 1.62
H 2.88 -5.56 2.91
H 3.08 -6.29 1.24
H 0.08 -4.70 -1.77
H -0.43 -2.24 -2.87
H -2.06 -0.21 -0.83
H -0.38 0.44 -0.68
H -0.99 -0.26 -2.23
H -0.90 -1.93 1.24
H 3.77 2.11 4.67
H 1.82 1.99 6.14
H -0.06 0.41 5.57
H -3.12 0.36 5.38
H -4.17 2.44 4.54
H -4.09 3.50 0.93
H -5.40 3.45 2.11
H -3.85 4.15 2.57
H -3.18 1.31 0.52
H -2.12 -0.71 1.32
*
```

Its largest force on an atom is 7.79 eV/A. The value obtained for the electronic energy is -4686.15468 hartree. As for the structure (SMILES): COc1cccc(OC)c1N1C=CN(C)[C@@H]1c1c([N+](=O)[O-])c2c(Br)cccc2n1S(=O)(=O)c1ccc(C)cc1. The value obtained for the orbital gap is 0.19631 hartree. As for the LUMO energy: -0.40 eV.



Record 3
The following is a quantum chemistry calculation of a structure of composition C27H25HfN4S, from the Open Molecules 2025 dataset.

```
! RIJCOSX wB97M-V def2-TZVPD def2/J DEFGRID3
* xyz 3 1
Hf -0.10 -17.41 1.18
C -6.89 -19.34 -1.74
C -5.87 -18.49 -0.99
C -6.44 -17.92 0.34
C -5.49 -17.22 -1.79
C -4.63 -19.30 -0.71
C -4.81 -20.69 -0.49
C -3.73 -21.52 -0.06
C -2.54 -20.95 0.17
S -1.10 -21.78 0.62
C -0.17 -20.23 0.57
N -0.95 -19.20 0.22
C -2.35 -19.55 -0.01
C -3.38 -18.76 -0.51
C 1.21 -19.93 0.77
C 2.12 -20.77 1.35
C 3.47 -20.40 1.34
C 3.85 -19.22 0.71
C 2.94 -18.28 0.32
C 1.59 -18.54 0.43
H -7.75 -18.74 -2.13
H -7.34 -20.06 -1.08
H -6.33 -19.88 -2.59
H -7.40 -17.30 0.14
H -5.75 -17.21 0.80
H -6.71 -18.70 1.08
H -6.45 -16.63 -2.06
H -4.87 -17.43 -2.67
H -4.96 -16.54 -1.13
H -5.75 -21.21 -0.73
H -3.92 -22.59 0.18
H -3.22 -17.71 -0.72
H 1.90 -21.81 1.57
H 4.23 -21.08 1.66
H 4.89 -18.97 0.56
H 3.32 -17.35 -0.08
N 0.28 -15.20 0.73
C 1.09 -15.22 1.91
C 2.33 -14.58 2.02
C 3.16 -15.05 3.06
C 2.77 -16.11 3.94
C 1.54 -16.68 3.76
N 0.68 -16.21 2.77
C -1.12 -14.93 0.86
C -1.69 -13.66 0.72
C -3.03 -13.54 1.09
C -3.77 -14.65 1.48
C -3.19 -15.88 1.58
N -1.83 -16.01 1.27
H 0.69 -14.68 -0.04
H 2.76 -13.88 1.33
H 4.13 -14.59 3.20
H 3.51 -16.40 4.74
H 1.19 -17.53 4.38
H -1.11 -12.74 0.61
H -3.50 -12.55 1.08
H -4.85 -14.62 1.68
H -3.79 -16.76 1.87
*
```

Its largest force on an atom is 3.51 eV/A. Its energy above the lowest of the compared OMol25 structures with the same formula, charge and spin is 33.2 kcal/mol. The value obtained for the electronic energy is -1708.11991 hartree. The value obtained for the orbital gap is 0.20672 hartree. As for the LUMO energy: -10.90 eV.



Record 4
The following is a quantum chemistry calculation of a structure of composition C27H25N3NaO4P, from the Open Molecules 2025 dataset.

```
! RIJCOSX wB97M-V def2-TZVPD def2/J DEFGRID3
* xyz 0 1
Na -0.56 0.74 -0.34
O 1.89 -0.67 -1.16
N 1.78 -0.39 0.19
C 2.87 -0.29 0.82
C 2.83 0.10 2.22
C 4.04 0.38 2.86
C 4.07 0.89 4.14
C 2.87 1.13 4.80
C 1.66 0.82 4.20
C 1.61 0.29 2.91
P 0.02 -0.13 2.09
C 0.15 -1.97 2.08
C -0.67 -2.66 1.19
C -0.64 -4.05 1.13
C 0.21 -4.76 1.96
C 1.03 -4.08 2.85
C 1.00 -2.70 2.91
C -1.15 0.08 3.51
C -1.49 -0.88 4.45
C -2.40 -0.60 5.46
C -2.99 0.66 5.53
C -2.67 1.63 4.59
C -1.77 1.33 3.58
H 1.12 -0.25 -1.55
H 3.83 -0.41 0.31
H 4.97 0.21 2.33
H 5.01 1.11 4.62
H 2.89 1.55 5.80
H 0.75 1.00 4.74
H -1.34 -2.11 0.54
H -1.29 -4.57 0.44
H 0.25 -5.84 1.91
H 1.70 -4.63 3.50
H 1.63 -2.18 3.61
H -1.03 -1.86 4.40
H -2.65 -1.35 6.19
H -3.69 0.88 6.33
H -3.13 2.61 4.64
H -1.52 2.08 2.83
N -4.09 -0.02 1.13
C -3.52 -0.03 -0.10
N -4.34 0.15 -1.17
O -2.31 -0.21 -0.24
H -5.08 0.12 1.27
H -3.50 -0.15 1.93
H -5.29 0.48 -1.06
H -3.89 0.31 -2.05
O -0.15 2.09 -1.77
C 0.08 2.85 -0.78
O 0.40 2.42 0.35
C -0.09 4.34 -0.97
C 0.09 5.19 0.11
C -0.08 6.56 -0.05
C -0.42 7.08 -1.29
C -0.60 6.23 -2.37
C -0.44 4.86 -2.21
H 0.36 4.77 1.07
H 0.06 7.22 0.80
H -0.54 8.15 -1.41
H -0.87 6.63 -3.34
H -0.57 4.18 -3.04
*
```

Its largest force on an atom is 1.50 eV/A. The value obtained for the electronic energy is -2012.82659 hartree. The value obtained for the orbital gap is 0.29407 hartree. As for the LUMO energy: 0.01 eV.



Record 5
The following is a quantum chemistry calculation of the molecule C27H25N3O3S, from the Open Molecules 2025 dataset.

```
! RIJCOSX wB97M-V def2-TZVPD def2/J DEFGRID3
* xyz 0 1
C 2.84 4.72 -0.25
C 2.22 3.42 0.17
C 1.25 2.82 -0.63
C 0.70 1.60 -0.28
C 1.13 0.98 0.88
S 0.44 -0.59 1.38
O 1.01 -0.95 2.65
O -0.99 -0.53 1.31
N 0.96 -1.71 0.22
C 2.39 -1.94 0.29
C 3.13 -0.82 -0.40
C 4.28 -0.27 0.16
C 4.96 0.74 -0.49
C 4.50 1.21 -1.71
C 3.36 0.66 -2.28
C 2.68 -0.35 -1.63
C 0.10 -2.81 0.09
C 0.42 -4.07 0.58
C -0.47 -5.12 0.46
C -1.70 -4.93 -0.15
C -2.03 -3.68 -0.63
C -1.15 -2.61 -0.52
C -1.49 -1.30 -1.15
O -0.70 -0.66 -1.83
N -2.79 -0.93 -1.02
C -3.32 0.26 -1.64
C -3.88 1.26 -0.67
C -3.34 1.44 0.60
C -3.91 2.39 1.43
C -4.99 3.13 0.96
N -5.51 2.96 -0.24
C -4.97 2.05 -1.03
C 2.08 1.57 1.70
C 2.62 2.79 1.34
H 3.22 5.27 0.61
H 3.67 4.52 -0.92
H 2.12 5.34 -0.79
H 0.92 3.30 -1.54
H -0.02 1.10 -0.90
H 2.62 -2.88 -0.23
H 2.72 -2.02 1.34
H 4.63 -0.63 1.11
H 5.85 1.17 -0.05
H 5.04 2.00 -2.22
H 3.00 1.03 -3.23
H 1.78 -0.76 -2.05
H 1.36 -4.22 1.08
H -0.20 -6.09 0.84
H -2.39 -5.75 -0.25
H -2.98 -3.53 -1.12
H -3.35 -1.38 -0.31
H -4.09 -0.03 -2.36
H -2.48 0.70 -2.20
H -2.51 0.84 0.92
H -3.52 2.56 2.42
H -5.47 3.88 1.57
H -5.43 1.95 -2.01
H 2.37 1.06 2.60
H 3.37 3.25 1.96
*
```

Its largest force on an atom is 1.12 eV/A. Its energy above the lowest of the compared OMol25 structures with the same formula, charge and spin is 34.2 kcal/mol. The value obtained for the electronic energy is -1832.07173 hartree. As for the structure (SMILES): Cc1ccc(S(=O)(=O)N(Cc2ccccc2)c2ccccc2C(=O)NCc2cccnc2)cc1. The value obtained for the orbital gap is 0.34405 hartree. As for the LUMO energy: 0.55 eV.



Record 6
The following is a quantum chemistry calculation of a cluster of 2 separate species, C27H25N3O5S2 in total, from the Open Molecules 2025 dataset.

```
! RIJCOSX wB97M-V def2-TZVPD def2/J DEFGRID3
* xyz 0 1
C 3.10 0.55 2.29
C 3.22 1.26 0.86
N 2.57 0.58 -0.28
C 3.18 -0.71 -0.67
C 2.71 -2.00 0.15
C 2.92 -3.40 -0.60
C 3.88 -4.47 0.08
C 4.17 -5.88 -0.47
S 5.31 -7.03 0.47
C 6.94 -6.22 0.83
O 4.60 -7.37 1.76
O 5.45 -8.32 -0.32
C 3.47 -6.31 -1.81
N 3.55 -7.58 -2.50
S 2.53 -7.31 -3.84
N 1.92 -5.70 -3.73
C 2.54 -5.24 -2.50
C 2.25 -3.81 -1.93
C 1.11 0.59 -0.27
C 0.38 1.20 -1.59
O 0.35 0.22 0.66
H 3.24 1.25 3.19
H 3.95 -0.24 2.36
H 2.13 -0.02 2.48
H 4.35 1.42 0.66
H 2.78 2.32 0.96
H 2.89 -0.91 -1.78
H 4.33 -0.57 -0.70
H 3.37 -2.05 1.11
H 1.63 -1.98 0.52
H 4.38 -4.18 1.08
H 7.44 -6.74 1.72
H 6.75 -5.11 1.08
H 7.57 -6.29 -0.13
H 1.57 -3.06 -2.46
H 0.94 2.11 -2.00
H -0.66 1.57 -1.25
H 0.20 0.38 -2.36
O -6.81 2.63 1.80
C -6.04 3.31 1.14
C -6.54 4.47 0.37
C -7.89 4.80 0.41
C -8.36 5.91 -0.28
C -7.48 6.69 -1.01
C -6.13 6.36 -1.08
C -5.66 5.24 -0.39
C -4.23 4.89 -0.47
O -3.47 5.53 -1.18
C -3.72 3.74 0.32
C -2.37 3.41 0.27
C -1.88 2.36 1.03
C -2.74 1.63 1.84
C -4.10 1.94 1.88
C -4.59 2.99 1.11
H -8.59 4.19 0.99
H -9.42 6.16 -0.24
H -7.85 7.57 -1.54
H -5.45 6.98 -1.66
H -1.69 3.99 -0.35
H -0.83 2.11 1.00
H -2.36 0.81 2.45
H -4.77 1.36 2.51
*
```

Its largest force on an atom is 5.85 eV/A. Its energy above the lowest of the compared OMol25 structures with the same formula, charge and spin is 175.6 kcal/mol. The value obtained for the electronic energy is -2380.46003 hartree. As for the structure (SMILES): CCN(CCc1cc(S(C)(=O)=O)c2nsnc2c1)C(C)=O.O=C1c2ccccc2C(=O)c2ccccc21. The value obtained for the orbital gap is 0.27543 hartree. As for the LUMO energy: -1.69 eV.